(A)
{"formula": "H80O40", "method": "ωB97M-V with the def2-TZVPD basis set", "symbols": ["H", "H", "O", "H", "H", "O", "H", "H", "O", "H", "H", "O", "H", "H", "O", "H", "O", "H", "O", "H", "H", "O", "H", "H", "O", "H", "H", "O", "H", "H", "O", "H", "O", "H", "H", "O", "H", "H", "O", "H", "H", "O", "H", "H", "O", "H", "H", "O", "H", "H", "O", "H", "O", "H", "H", "O", "H", "O", "H", "H", "O", "H", "H", "O", "H", "H", "O", "H", "H", "O", "H", "H", "O", "H", "H", "O", "H", "H", "O", "H", "H", "O", "H", "H", "O", "H", "H", "O", "H", "O", "H", "H", "O", "H", "H", "H", "H", "H", "H", "O", "H", "H", "O", "H", "H", "O", "H", "H", "O", "H", "H", "O", "H", "H", "O", "H", "H", "O", "H", "H"], "coordinates": [[-0.5011, -3.8426, 3.7075], [0.9272, -4.0554, 4.5501], [0.3320, -3.5037, 4.0400], [4.4378, 0.4754, -1.1709], [4.9943, -0.6242, -2.2856], [5.0189, 0.2545, -1.8968], [-1.0969, -3.0418, 1.0818], [-0.4950, -1.6690, 1.0021], [-0.6410, -2.3841, 1.6322], [-1.8439, 3.7053, -1.7744], [-1.8876, 2.9177, -3.0112], [-1.3592, 3.6507, -2.6848], [-0.5657, -1.9033, 3.8433], [-1.3968, -1.5633, 5.1547], [-1.0815, -1.2161, 4.3055], [1.9192, -3.8905, 1.9196], [2.5263, -3.8708, 1.1565], [-2.3774, 2.7087, 3.6534], [-2.2191, 3.2334, 4.4751], [6.0361, 1.3949, 3.3161], [5.4096, 1.2268, 1.8954], [5.4505, 1.8068, 2.6734], [0.8111, -2.8301, -2.8418], [1.0296, -2.5003, -4.4921], [1.0657, -3.0999, -3.7321], [1.7126, 0.9938, 2.9112], [2.7045, 1.4147, 3.9659], [2.3786, 0.6248, 3.5153], [-1.4320, 1.8211, -4.5927], [-2.3604, 0.9270, -3.7209], [-1.5166, 0.9208, -4.2522], [-2.2934, -3.2959, -2.3648], [-2.9472, -2.5674, -2.4308], [-1.9031, 6.5621, -0.3055], [-1.5895, 6.8159, 1.1247], [-2.1464, 6.2178, 0.6100], [0.1549, -0.2210, 5.9513], [-0.6343, 0.7861, 6.5716], [0.2737, 0.7151, 6.2339], [2.2241, -4.9718, -0.0124], [3.4820, -5.2317, -0.7355], [2.6283, -5.6549, -0.6100], [0.9047, -0.2928, -6.0081], [-0.2807, -0.0653, -5.1917], [0.4205, -0.7666, -5.3093], [-2.3565, -0.0699, 3.1993], [-1.1908, 0.3780, 2.4381], [-2.1130, 0.6285, 2.5825], [0.5123, 0.5465, 0.4948], [0.1965, 1.9420, 0.0698], [-0.1933, 1.0450, 0.0610], [0.0721, 4.0629, -4.3942], [-0.3488, 4.8552, -4.7514], [5.6767, -3.8884, -1.8663], [5.6761, -2.8676, -2.9213], [5.8345, -2.9390, -1.9694], [-4.8996, -2.4615, 2.3643], [-5.8741, -2.5540, 2.2740], [-3.3968, 0.0183, -0.9399], [-3.0323, 0.8462, 0.0275], [-3.7729, 0.8622, -0.6192], [-2.8765, 3.7447, 0.3275], [-2.9114, 2.6076, -0.4476], [-3.0372, 3.5737, -0.6188], [2.8332, 3.9565, 3.9492], [4.5043, 4.0116, 3.6866], [3.6294, 4.3835, 3.6156], [0.1095, 3.3819, 3.8441], [0.2559, 2.9136, 5.3223], [0.6897, 3.4322, 4.6097], [-4.0715, -4.0021, -0.5107], [-4.3001, -4.5298, 0.8355], [-3.8846, -3.7698, 0.4076], [-4.3902, 5.3552, -2.6711], [-4.5708, 3.8020, -2.6117], [-3.9061, 4.4894, -2.7428], [5.0186, -2.8225, 2.3446], [5.3077, -1.8100, 3.4772], [5.1983, -1.8954, 2.5257], [-1.0073, 5.8406, -2.2367], [0.0455, 6.9143, -1.4360], [-0.6096, 6.2146, -1.4287], [-0.0097, -4.3460, -2.9177], [-0.1202, -4.4430, -1.4949], [-0.6688, -4.1099, -2.2223], [-0.6213, -6.3744, -0.1440], [0.9586, -6.0503, 0.0628], [0.0363, -5.7906, 0.2342], [4.2782, 3.3668, 0.9618], [3.7767, 3.2738, 0.1404], [2.2237, 0.4576, -1.5249], [2.1269, 1.7365, -0.9242], [2.4036, 0.8280, -0.6418], [-1.0489, 4.9396, -4.0606], [2.9476, -3.0052, 1.1663], [-5.8363, -1.6867, 1.8470], [-2.7432, 3.9852, 4.1603], [-2.4748, -1.7613, -2.6858], [3.3473, 2.4118, 0.2136], [1.6398, -1.8968, 2.8317], [1.9819, -1.0501, 3.1848], [1.2476, -2.0383, 3.7006], [0.4537, -0.3745, -2.4116], [-0.2002, 0.3132, -2.6226], [0.5195, -0.8468, -3.2671], [-3.0833, -4.8379, -3.8446], [-3.9430, -4.6943, -3.4251], [-2.9176, -3.9238, -4.1284], [2.0892, 3.7449, -1.6501], [3.0309, 3.7739, -1.4206], [1.6542, 4.5997, -1.6301], [3.4618, -2.9984, -4.5327], [2.4815, -2.9693, -4.3923], [3.9318, -3.6196, -3.9843], [-4.0404, 0.6734, -3.3970], [-4.3954, -0.0917, -2.9249], [-4.8047, 0.9968, -3.8856], [-4.7688, -0.4628, 2.9810], [-4.9487, 0.4017, 2.5920], [-5.0557, -0.4385, 3.8985]], "lowdin_charge": [0.0768, 0.0881, -0.0547, -0.0103, 0.0104, -0.0565, 0.0486, 0.0421, -0.0423, 0.0445, 0.0088, -0.1203, -0.0068, 0.0667, -0.0622, 0.0509, -0.0468, 0.0247, -0.0704, 0.0423, 0.0488, -0.0541, 0.0607, 0.0463, -0.0602, 0.0542, 0.0491, -0.0444, 0.0600, 0.0277, -0.0725, -0.0006, -0.0817, 0.0223, 0.0280, -0.1114, 0.0241, 0.0444, -0.0677, -0.0151, 0.0312, -0.1018, 0.0755, 0.0352, -0.0720, 0.0005, 0.0129, -0.0745, 0.0191, 0.0553, -0.0571, 0.0154, -0.0904, 0.0342, 0.0261, -0.0479, 0.0207, -0.1083, 0.0481, 0.0365, -0.0672, 0.0695, 0.0357, -0.0735, -0.0033, 0.0115, -0.0568, 0.0221, 0.0306, -0.0652, 0.0230, 0.0425, -0.0551, 0.0794, 0.0381, -0.0767, 0.0254, 0.0360, -0.0490, 0.0476, 0.0715, -0.0448, 0.0608, 0.0337, -0.0742, 0.0502, 0.0090, -0.0554, 0.0429, -0.0524, 0.0472, 0.0296, -0.0871, 0.0047, 0.0521, 0.0139, 0.0459, 0.0311, 0.0114, -0.0926, 0.0089, 0.0010, -0.0615, 0.0229, 0.0065, -0.0721, 0.0340, 0.0277, -0.0635, 0.0209, 0.0286, -0.0812, -0.0233, 0.0016, -0.0343, 0.0588, 0.0781, -0.0510, 0.0653, 0.0701], "spin_multiplicity": 1, "total_charge": 0}


(B)
{"formula": "H80O40", "method": "ωB97M-V with the def2-TZVPD basis set", "symbols": ["H", "H", "O", "H", "H", "O", "H", "H", "O", "H", "H", "O", "H", "H", "O", "H", "O", "H", "O", "H", "H", "O", "H", "H", "O", "H", "H", "O", "H", "H", "O", "H", "O", "H", "H", "O", "H", "H", "O", "H", "H", "O", "H", "H", "O", "H", "H", "O", "H", "H", "O", "H", "O", "H", "H", "O", "H", "O", "H", "H", "O", "H", "H", "O", "H", "H", "O", "H", "H", "O", "H", "H", "O", "H", "H", "O", "H", "H", "O", "H", "H", "O", "H", "H", "O", "H", "H", "O", "H", "O", "H", "H", "O", "H", "H", "H", "H", "H", "H", "O", "H", "H", "O", "H", "H", "O", "H", "H", "O", "H", "H", "O", "H", "H", "O", "H", "H", "O", "H", "H"], "coordinates": [[0.4568, 0.9755, 1.1569], [1.8869, 0.3959, 1.1720], [1.1116, 0.4901, 0.6692], [-4.1354, 1.7180, 2.8771], [-5.5571, 1.0667, 2.5524], [-4.9723, 1.2927, 3.1622], [2.5464, -3.7991, -2.5036], [2.7234, -4.5926, -3.8212], [2.7102, -4.6724, -2.8144], [-4.5251, -4.8022, 0.0321], [-3.8240, -5.3792, -1.2948], [-4.2622, -4.6861, -0.9019], [3.9040, 4.7554, -0.5996], [2.6115, 5.3932, -1.4304], [3.4307, 5.6471, -0.7413], [0.1309, -2.1883, 3.5418], [0.8832, -1.7746, 4.0756], [-1.7047, -0.0520, -5.6284], [-1.6223, -0.2969, -4.6507], [-6.3818, -0.9164, -0.2581], [-6.1828, -1.8129, 1.0420], [-6.6870, -1.0095, 0.6443], [1.1482, 4.1157, -3.0453], [1.6162, 5.5118, -2.9233], [1.4369, 4.7508, -2.3883], [-0.6992, -0.2675, 1.5935], [-1.8811, -0.2679, 2.6354], [-1.6197, -0.7494, 1.9116], [-4.8492, -1.2329, -1.9747], [-3.8626, -0.6606, -2.4313], [-4.1583, -1.6360, -2.5643], [0.7807, -5.3114, -2.0894], [-0.0942, -5.6681, -2.0248], [1.5515, -0.3777, 5.5746], [2.9440, -0.9637, 5.1805], [2.3707, -0.6733, 5.9259], [4.4520, 2.5261, -2.2888], [3.1197, 2.7456, -3.2430], [3.8091, 2.2315, -2.8788], [3.9758, -3.8873, 0.4847], [4.6043, -2.3155, 0.6579], [4.0341, -3.0312, 1.0577], [-5.8207, 0.7982, -3.4042], [-5.3595, 1.7462, -2.3951], [-4.9830, 1.2638, -3.1715], [3.7866, 1.7846, 2.8757], [3.5839, 2.1891, 1.4359], [3.4156, 1.4837, 2.0149], [-0.1642, -2.9977, -0.0651], [-0.7507, -1.7303, -0.9053], [-0.0927, -2.4104, -0.7504], [5.2964, -0.5434, -0.9733], [5.0077, 0.0396, -0.3126], [4.9177, -1.4651, -4.4873], [4.9366, 0.2187, -4.1983], [4.6872, -0.7514, -3.9305], [-3.7112, -0.2383, 4.5206], [-3.2281, 0.4399, 4.7924], [4.9456, -2.4982, 2.7559], [4.9630, -1.6617, 4.1723], [5.0142, -2.4384, 3.6812], [0.5558, 2.1850, -1.6996], [-0.4161, 3.2591, -1.0042], [0.5915, 2.8712, -0.9593], [-1.7700, 6.2451, 2.2101], [-1.7818, 4.8729, 1.5210], [-2.1376, 5.4300, 2.1481], [-1.5477, 2.5227, 2.9472], [-0.7676, 1.6164, 3.6020], [-1.1795, 1.6557, 2.7839], [-1.6988, 3.4593, 0.6428], [-0.3478, 3.0663, 1.1609], [-0.8715, 3.8783, 0.7375], [6.2295, -2.5360, -1.4798], [5.4100, -2.5032, -2.7645], [5.3404, -2.5636, -1.8396], [-6.1940, 2.8355, -0.3943], [-6.5207, 2.0690, 0.9133], [-5.8751, 2.0734, 0.1166], [1.7002, -4.4080, 1.6294], [2.8568, -3.4606, 2.0587], [1.9193, -3.8078, 2.2999], [1.0396, 0.1057, -1.2474], [-0.4795, 0.2960, -1.8659], [0.3815, -0.0412, -1.9856], [-4.4457, -1.9443, 3.9078], [-3.1609, -2.4042, 3.2692], [-4.0520, -2.7759, 3.5970], [-3.6689, 4.9621, 1.6591], [-3.7542, 4.1536, 1.0720], [5.7598, 0.4016, 2.2268], [5.3120, -0.6584, 1.3969], [5.9230, -0.5222, 2.1529], [4.3538, 0.6158, -0.7020], [0.9968, -2.3361, 4.9389], [-3.6401, 0.8400, 5.5702], [-0.7597, -0.6164, -4.4430], [-0.5394, -4.7153, -2.0445], [-4.5314, 3.6739, 1.1540], [-1.1352, 2.8666, -3.3826], [-1.8472, 3.5964, -3.1434], [-1.7258, 2.1451, -3.1800], [2.4668, 0.3447, -4.3666], [1.8491, 0.7968, -3.8008], [3.1712, -0.0153, -3.8145], [-1.8412, -0.6008, -0.3030], [-1.8798, -1.4116, 0.3190], [-2.4696, 0.0036, 0.0630], [2.4609, 4.2834, 2.2978], [2.5150, 4.5534, 1.2988], [2.2075, 3.3672, 2.2481], [-2.8194, 1.0517, -2.8565], [-2.0957, 0.4108, -2.6302], [-3.0379, 0.6255, -3.7260], [0.1708, -2.5253, -4.6837], [0.1903, -2.4457, -3.7177], [0.6632, -1.6728, -4.9244], [-1.5310, -4.2868, 2.7289], [-1.8369, -3.4308, 2.7152], [-0.8790, -4.4041, 2.0473]], "lowdin_charge": [0.0027, 0.0063, -0.0032, 0.0602, -0.0684, 0.0018, 0.0065, 0.0937, -0.0602, 0.0518, -0.0171, -0.0320, 0.0434, 0.0665, -0.1720, 0.0381, -0.1408, 0.1206, -0.0438, 0.0019, 0.0933, -0.0849, 0.0453, 0.0580, -0.0548, 0.1301, -0.0369, -0.0945, 0.0210, 0.0226, -0.0945, -0.0460, -0.1032, -0.0135, 0.0382, -0.0671, 0.0133, 0.0192, 0.0034, 0.1402, 0.0603, -0.0931, 0.0794, 0.0515, -0.0788, 0.0961, 0.0096, -0.0251, -0.0196, -0.0140, -0.0204, -0.0070, -0.0090, 0.0383, 0.1348, -0.0664, -0.0782, 0.0029, -0.0426, -0.0087, -0.0211, 0.0241, 0.1069, -0.1661, 0.0184, -0.0765, -0.0011, 0.0631, 0.0403, 0.0014, 0.0064, 0.1214, -0.0695, 0.0624, -0.0064, -0.0224, 0.0487, 0.0953, -0.0855, -0.0188, 0.0224, -0.0803, 0.0621, -0.0261, -0.0550, 0.0216, 0.0465, -0.0589, 0.0607, -0.0642, 0.0052, -0.0043, -0.0555, 0.0411, 0.1068, 0.0761, -0.0123, 0.0843, -0.0410, -0.1042, 0.1184, -0.0769, -0.0740, -0.0036, -0.0312, -0.1125, 0.0930, 0.0554, -0.0799, 0.0765, -0.0239, -0.1384, 0.0464, 0.0695, -0.0757, 0.0217, 0.0595, 0.0111, -0.0637, 0.0275], "spin_multiplicity": 1, "total_charge": 0}


(A) (617.7 kJ/mol below the next structure)